Entry from OMol25: a molecular structure, C17H23CeF9NOP in a non-equilibrium geometry (the ωB97M-V functional and the def2-TZVPD basis).

XYZ file:
```
53
Properties=species:S:1:pos:R:3:forces:R:3
C 0.37842 -4.34971 1.44898 -0.04 0.02 -0.16
C 1.47469 -3.50146 1.63539 -0.01 0.29 0.04
C 1.40692 -2.16699 1.20355 -0.06 -0.36 0.45
C 0.22536 -1.72282 0.61466 -0.06 0.99 0.02
C -0.82843 -2.58313 0.32126 -0.56 -0.32 0.27
C -0.77270 -3.90404 0.78156 0.22 0.27 -0.10
C 2.54041 -1.18749 1.39843 0.04 0.36 0.30
C 2.75623 -0.16987 0.24901 1.09 -0.74 0.00
N 3.77712 -0.66494 -0.66435 -0.65 0.46 0.69
Ce 0.04414 0.57934 1.09767 0.98 -1.89 -1.40
C -1.97996 -2.02342 -0.48381 0.01 0.71 0.15
P -1.30065 -0.50723 -1.36267 -0.37 -1.93 0.24
H 2.38635 -3.84514 2.13709 -0.38 -0.03 -0.27
H -1.62780 -4.55976 0.60468 0.37 0.05 0.07
H 0.43463 -5.38612 1.79075 -0.03 0.38 -0.08
H -2.80828 -1.63577 0.14181 0.17 -0.55 -0.16
H -2.36730 -2.75338 -1.21325 -0.02 0.34 0.28
H 2.40500 -0.61075 2.34118 0.04 -0.27 -0.06
H 3.49710 -1.71027 1.54209 -0.28 0.18 0.03
H 1.81581 0.02322 -0.35708 -0.06 -0.05 0.11
C -2.78484 0.06161 -2.23574 -0.23 0.87 0.09
C -0.44833 -1.37604 -2.71772 0.78 0.23 -0.28
H 3.09554 0.79272 0.67636 0.01 -0.21 -0.27
C 3.35171 -1.80038 -1.46035 0.00 -0.14 -0.11
C 4.41657 0.37993 -1.43629 0.04 0.31 -0.11
H -1.79851 2.47167 -0.42927 0.11 -0.14 0.57
H 4.16834 -2.02568 -2.15804 -0.34 -0.18 0.22
H 3.15047 -2.67504 -0.82508 0.13 0.20 -0.21
H 2.43600 -1.59157 -2.04958 0.25 0.03 0.07
H 5.14079 -0.09183 -2.10459 -0.07 0.24 0.08
H 3.69457 0.96128 -2.03548 0.16 -0.07 -0.06
H 4.94825 1.06674 -0.76498 -0.10 -0.16 -0.19
H -1.15695 -2.04038 -3.23933 0.15 0.37 0.24
H -0.01844 -0.66110 -3.43413 -0.19 -0.20 0.13
H 0.38108 -1.98036 -2.33328 -0.26 0.09 0.00
H -3.36626 -0.78446 -2.63793 0.32 0.28 0.19
H -3.40861 0.63404 -1.53489 -0.10 -0.16 -0.28
H -2.49277 0.73091 -3.05729 -0.16 -0.19 0.15
H 0.53316 1.15033 -0.65991 -0.35 0.50 -0.01
F -3.12459 4.01563 -0.69752 0.07 -0.26 1.42
C -3.43395 3.77247 0.61898 -2.45 0.71 -0.77
F -4.03956 4.86932 1.11631 1.14 -1.54 -0.33
F -4.31848 2.74134 0.59489 0.86 0.98 0.24
C -2.14925 3.31228 1.36629 0.45 -0.80 -1.61
O -1.66663 2.21617 0.51684 -0.35 1.04 0.12
C -1.07544 4.40904 1.36203 1.23 2.28 0.03
F -1.50781 5.48953 2.05041 0.54 -1.41 -0.78
F 0.10171 3.97492 1.91349 -1.15 -0.05 -0.29
F -0.76408 4.78132 0.09516 -0.55 -0.54 1.22
C -2.33071 2.66558 2.74122 -1.38 -0.52 2.22
F -2.54712 3.53852 3.74032 0.55 -1.20 -1.69
F -3.30200 1.72151 2.75742 1.27 1.21 -0.21
F -1.14092 1.94969 3.03474 -0.80 0.56 -0.26
```
Forces are in eV/Å.

Results
* LUMO energy (spin up / spin down): -8.28 / -8.28 eV
* largest force on an atom: 2.7 eV/Å
* Kohn-Sham gap (spin up / spin down): 5.96 / 5.96 eV
* highest occupied orbital energy (spin up / spin down): -14.24 / -14.24 eV
* total charge: +2
* electronic energy: -68196.169 eV